[1]
{
  "formula": "C11H16NP",
  "method": "the ωB97M-V functional and the def2-TZVPD basis",
  "energy_ha": -824.6601,
  "homo_energy_ha": -0.277,
  "gap_ha": 0.268,
  "max_force_ev_per_a": 4.02,
  "charge": 0,
  "e_above_lowest_kj_mol": 483.9,
  "species": ["C", "C", "C", "C", "C", "C", "C", "C", "C", "C", "C", "N", "P", "H", "H", "H", "H", "H", "H", "H", "H", "H", "H", "H", "H", "H", "H", "H", "H"],
  "xyz": [[-2.60669, -0.98666, 0.86271], [-1.73931, -1.92689, 0.50582], [-2.29453, 0.31195, 1.39075], [0.33614, -1.41539, -0.69356], [0.58982, -2.19122, -1.76644], [2.32073, 0.40529, 0.66497], [1.37936, 0.74516, -0.15678], [-0.24256, -1.78764, 0.59485], [-1.02017, 0.96045, -0.87641], [3.07791, 1.31431, 1.54408], [-0.85468, 2.13555, -1.81167], [0.54912, -0.01767, -0.93318], [-1.21917, 1.54305, 0.84131], [-3.60491, -1.28755, 0.96296], [-2.15676, -2.86482, 0.28585], [-2.85348, 0.58175, 2.23731], [0.81843, -1.78694, -2.74286], [0.41850, -3.22873, -1.58312], [2.53717, -0.61139, 0.91660], [1.24820, 1.83326, -0.27873], [-0.19111, -1.10334, 1.47532], [-0.00041, -2.93436, 0.75069], [-1.78813, 0.12174, -1.15551], [2.48348, 1.99100, 2.25172], [3.94613, 0.83834, 2.00808], [3.40463, 2.03866, 0.84165], [-0.53903, 1.83129, -2.82177], [-0.16102, 2.86819, -1.39870], [-1.83762, 2.62262, -1.91593]]
}



[2]
{
  "formula": "C4H7NO2",
  "method": "the ωB97M-V functional and the def2-TZVPD basis",
  "energy_ha": -361.6751,
  "homo_energy_ha": -0.273,
  "gap_ha": 0.301,
  "max_force_ev_per_a": 0.36,
  "charge": 0,
  "e_above_lowest_kj_mol": 540.1,
  "species": ["N", "C", "O", "C", "C", "C", "O", "H", "H", "H", "H", "H", "H", "H"],
  "xyz": [[1.02381, 1.62194, 1.28016], [0.72826, 0.83065, 0.22788], [1.17480, -0.37383, 0.23092], [-0.11123, 1.20944, -0.83479], [-0.37261, -0.97736, -0.73894], [-0.77481, -2.06880, 0.13596], [-1.66891, -1.03586, -0.35563], [1.37246, 1.21186, 2.13254], [0.68493, 2.56887, 1.30528], [0.31462, 1.07496, -1.82427], [-0.77780, 2.06180, -0.71875], [-0.08868, -1.06955, -1.77802], [-0.53682, -1.98681, 1.19253], [-0.96801, -3.06730, -0.25488]]
}



[3]
{
  "formula": "C28H35N5O2S2SbTi",
  "method": "the ωB97M-V functional and the def2-TZVPD basis",
  "spin_multiplicity": 3,
  "energy_ha": -3398.4715,
  "homo_energy_ha": [-0.116, -0.180],
  "gap_ha": [0.193, 0.261],
  "max_force_ev_per_a": 1.13,
  "charge": -1,
  "e_above_lowest_kj_mol": 90.8,
  "species": ["Ti", "O", "C", "N", "C", "O", "C", "C", "C", "C", "C", "N", "C", "C", "C", "C", "C", "N", "H", "H", "H", "H", "H", "H", "H", "H", "S", "C", "C", "N", "C", "S", "C", "N", "C", "C", "C", "C", "Sb", "C", "C", "C", "C", "C", "C", "C", "C", "H", "H", "H", "H", "H", "H", "H", "H", "H", "H", "H", "H", "H", "H", "H", "H", "H", "H", "H", "H", "H", "H", "H", "H", "H", "H", "H"],
  "xyz": [[-1.05973, 0.64190, 1.29130], [-3.47727, 0.96741, -1.92936], [-2.73837, 1.21289, -0.98637], [-2.80400, 0.65226, 0.29397], [-3.95008, 0.55884, 1.01593], [-5.09760, 0.34560, 0.67007], [-3.68788, 0.93730, 2.47479], [-4.72878, 1.01994, 3.38073], [-4.46362, 1.53159, 4.64330], [-3.17405, 1.96606, 4.94814], [-2.18585, 1.84820, 3.98545], [-2.44085, 1.34599, 2.77807], [-1.64550, 2.19806, -1.03647], [-1.60821, 3.15986, -2.04703], [-0.76101, 4.23764, -1.95833], [0.03603, 4.35139, -0.79168], [-0.02668, 3.37505, 0.16473], [-0.81362, 2.27767, 0.07330], [-5.70760, 0.68628, 3.07179], [-5.25310, 1.60024, 5.37962], [-2.92164, 2.37752, 5.91452], [-1.15697, 2.14689, 4.17264], [-2.28814, 3.03056, -2.87816], [-0.73112, 4.99424, -2.72851], [0.69373, 5.19520, -0.64177], [0.57291, 3.43078, 1.06997], [-1.40443, -1.56206, 2.43738], [-0.63293, -1.16566, 3.94028], [-1.04347, -1.92318, 5.06985], [-1.37603, -2.54877, 5.97733], [0.31270, -0.18929, 4.09782], [0.91691, 0.80383, 2.79631], [0.86625, 0.06174, 5.37785], [1.32128, 0.31551, 6.40542], [1.27049, -1.55941, -3.99706], [0.13791, -1.23690, -3.02933], [-0.66066, -0.04925, -3.56652], [-0.80698, -2.43899, -2.96922], [0.77808, -0.81214, -0.96643], [2.55449, 0.44353, -1.29694], [2.92881, 1.08708, 0.03926], [3.77848, -0.27290, -1.85448], [2.15585, 1.56404, -2.25893], [1.62627, -2.73717, -0.33305], [0.48309, -3.69156, 0.01352], [2.54204, -3.41947, -1.34094], [2.40602, -2.46602, 0.95771], [0.83266, -1.87967, -4.94818], [1.91673, -2.36337, -3.64485], [1.89355, -0.69129, -4.21094], [-0.90139, -0.24182, -4.61651], [-0.11506, 0.89373, -3.52216], [-1.60312, 0.08579, -3.03805], [-1.29381, -2.55584, -3.94159], [-1.59494, -2.30741, -2.22436], [-0.27856, -3.36934, -2.75455], [3.15992, 0.35948, 0.81678], [2.12414, 1.71993, 0.41202], [3.80760, 1.72234, -0.10556], [4.19094, -0.99208, -1.14855], [4.55831, 0.46978, -2.05112], [3.57498, -0.79006, -2.79225], [1.25243, 2.08377, -1.93749], [2.00403, 1.20876, -3.27758], [2.96101, 2.30514, -2.28687], [-0.16871, -3.89885, -0.83722], [-0.12738, -3.30786, 0.82941], [0.91379, -4.64448, 0.33497], [1.98920, -3.78037, -2.20940], [2.99061, -4.29595, -0.86235], [3.35536, -2.78391, -1.69005], [1.80397, -1.92606, 1.69149], [3.31669, -1.89345, 0.77981], [2.70187, -3.41920, 1.40467]]
}